Version A
This record from the Open Molecules 2025 dataset describes an isolated molecule of C3H5N3S2. The level of theory is wB97M-V/def2-TZVPD.

Summary:
Kohn-Sham gap   0.3171 Eh
HOMO level   -7.97 eV

```
13
C3H5N3S2, DFT wB97M-V/def2-TZVPD
S -2.4038 1.3195 0.5481
S 1.7559 2.1562 -0.1477
N 1.0956 -1.7091 0.3790
N 1.8777 -0.4861 0.5007
N -0.1772 -1.5047 0.0217
C 1.3609 0.6219 0.0594
C -1.7081 0.2937 -0.8206
C -0.5106 -0.3625 -0.3480
H 2.8545 -0.6820 0.6692
H -1.3334 2.1001 0.6729
H -1.4965 0.9622 -1.6543
H 1.1776 -2.2916 1.2106
H -2.4926 -0.4178 -1.0910
```


Version B
This record from the Open Molecules 2025 dataset describes an isolated molecule of C3H5N3S2. The level of theory is wB97M-V/def2-TZVPD.

Summary:
Kohn-Sham gap   0.3138 Eh
SMILES   CN1N=CNSC1=S
HOMO level   -8.60 eV

```
13
C3H5N3S2, DFT wB97M-V/def2-TZVPD
S -1.6711 0.6113 2.1284
S 1.1986 0.3916 1.9759
N 0.5387 0.0476 -1.0711
N 2.2533 -0.1541 0.7063
N -0.4901 0.1254 -0.2012
C -1.7990 0.0523 -0.7718
C 1.7393 -0.0579 -0.6567
C -0.3541 0.3373 1.1429
H 2.4114 -1.1435 0.8461
H -2.3553 -0.7156 -0.2324
H -1.6647 -0.1874 -1.7949
H 2.4565 -0.3342 -1.4265
H -2.2635 1.0273 -0.6449
```


Which structure wins on stability? version B wins.


Version A
This record from the Open Molecules 2025 dataset describes an isolated molecule of C5H10N2O2S. The level of theory is wB97M-V/def2-TZVPD.

Summary:
Kohn-Sham gap   0.3616 Eh
SMILES   C[C@@H]1SCN[C@@]1(C)[N+](=O)[O-]
HOMO level   -9.12 eV

```
20
C5H10N2O2S, DFT wB97M-V/def2-TZVPD
S -1.1002 0.7555 1.6364
O 2.4937 1.9243 0.3205
O 2.5840 -0.0268 1.1476
N 2.0479 0.8379 0.5060
N -0.0882 1.4400 -0.7362
C -0.9341 -1.5764 0.1638
C -1.3547 1.5113 -0.0749
C 0.6364 0.2760 -0.3324
C -0.0957 -0.4619 0.8070
C 1.2832 -0.4654 -1.4680
H -1.6610 -1.2803 -0.6760
H -2.1141 0.8493 -0.6024
H 2.1271 0.2111 -2.0134
H -1.7250 2.4933 -0.2378
H 0.2981 2.3386 -0.9367
H -1.5050 -2.0522 0.9577
H 1.7246 -1.3538 -1.1986
H 0.5450 -0.7038 -2.2528
H -0.2356 -2.3321 -0.3177
H 0.8175 -0.8129 1.3821
```


Version B
This record from the Open Molecules 2025 dataset describes an isolated molecule of C5H10N2O2S. The level of theory is wB97M-V/def2-TZVPD.

Summary:
Kohn-Sham gap   0.3376 Eh
SMILES   C=CS(=O)(=O)CN(C)N=C
HOMO level   -8.77 eV

```
20
C5H10N2O2S, DFT wB97M-V/def2-TZVPD
S 0.1482 1.6384 1.0875
O 1.4345 2.0346 1.6907
O -0.9742 2.4816 1.4171
N -0.2359 -0.9026 0.4978
N 0.9304 -1.4628 0.0771
C -0.4785 2.0408 -1.5083
C 0.4157 1.4734 -0.6895
C 2.0000 -1.0598 0.6805
C -1.3574 -0.9765 -0.4681
C -0.4144 -0.0587 1.5944
H 2.9161 -1.4637 0.2975
H -0.4586 2.0193 -2.6260
H 2.0968 -0.2672 1.2986
H -1.3033 2.6699 -1.0954
H -1.8792 -0.0746 -0.5839
H 1.2415 0.8240 -0.8779
H -0.8881 -1.0098 -1.4516
H 0.1929 -0.4068 2.4873
H -2.0336 -1.7393 -0.1156
H -1.4053 -0.0013 2.1445
```


Which structure wins on stability? version A wins.


Version A
This record from the Open Molecules 2025 dataset describes a cluster of 11 separate species, C2H26O12 in total. The level of theory is wB97M-V/def2-TZVPD.

Summary:
Kohn-Sham gap   0.3537 Eh
SMILES   OCCO.O.O.O.O.O.O.O.O.O.O
HOMO level   -10.00 eV

```
40
C2H26O12, DFT wB97M-V/def2-TZVPD
O 3.8770 -0.8094 0.7017
O -2.7140 1.3165 -0.9623
O 2.5620 -1.9124 -2.0163
O -0.5630 0.9616 -3.1823
O 0.6800 3.0315 -1.1843
O -2.5630 -2.3484 1.4397
O 1.3870 -0.4794 3.3207
O 1.2150 -1.6464 0.9527
O 0.4080 -1.6415 -3.6623
O 0.5380 0.4106 -0.5803
O 1.1730 1.7026 1.6557
O -2.1260 1.2986 1.6037
C -2.8180 -0.9435 1.3757
C -1.7410 -0.0824 1.9407
H 3.0280 -1.0884 0.8667
H 3.8290 0.1745 0.6547
H 2.1470 -0.4134 3.9597
H -1.6250 -0.1924 3.0377
H -2.9200 0.7455 -1.6713
H -2.7610 -2.5704 2.3547
H -2.8210 -0.8215 0.2837
H -0.2980 -2.2074 -3.4043
H -1.2050 1.4535 -3.6453
H 1.1030 1.3396 0.7817
H -2.2180 1.4246 0.6757
H 2.9570 -1.0564 -2.0033
H 0.3620 2.1625 1.7037
H 0.3000 0.2845 -1.4663
H 0.1880 1.5616 -3.1503
H 0.4500 2.2105 -0.8513
H 0.9650 -0.3874 -0.1983
H -0.8230 -0.2934 1.4857
H 0.1120 3.5825 -0.6093
H 1.3610 0.2465 2.7017
H 1.3600 -1.4664 1.8307
H -3.7330 -0.5935 1.6787
H 1.1710 -2.6264 0.9307
H 1.7900 -1.5905 -2.5413
H 0.0720 -0.7454 -3.5513
H -2.1060 2.0096 -1.2573
```


Version B
This record from the Open Molecules 2025 dataset describes a cluster of 12 separate species, C2H26O12 in total. The level of theory is wB97M-V/def2-TZVPD.

Summary:
Kohn-Sham gap   0.3272 Eh
SMILES   C=CO.O.O.O.O.O.O.O.O.O.O.O
HOMO level   -8.84 eV

```
40
C2H26O12, DFT wB97M-V/def2-TZVPD
O -0.6936 -0.7854 -2.5392
O 3.7365 1.0242 0.8595
O 0.5096 0.7336 -1.3468
O -1.0589 -1.2203 2.6238
O -1.8833 1.3350 -0.1686
O -2.6399 -2.9757 1.0820
O 1.5091 -0.9123 1.9112
O 1.0681 1.5878 1.4371
O -1.7969 1.2896 2.5230
O 2.4990 -0.9622 -0.8721
O -0.1298 -2.3914 -0.5989
O -3.5729 -0.6826 -1.5874
C 0.9593 2.5229 -2.8493
C 1.4074 1.4564 -2.0912
H -0.0051 -1.8950 -1.3654
H 3.0998 1.1481 1.4991
H 3.1283 -0.2424 -0.6702
H 1.1296 1.6900 0.4604
H 0.7949 -0.0996 -0.9664
H 2.6132 -1.6513 -0.1169
H -4.1607 0.1307 -1.4495
H 0.5987 -1.9962 -0.0936
H -3.5804 -3.1916 0.9085
H -1.6291 -0.8005 -2.3712
H -2.2426 -2.7773 0.1937
H 0.2805 1.8164 1.8855
H -1.6520 0.2050 2.5103
H 1.8027 3.2663 -3.0619
H -3.0798 -0.3014 -0.7925
H -0.2004 -0.9869 2.3252
H 2.3513 0.9332 -2.2527
H 2.1201 -1.4154 2.4467
H -1.7849 1.4128 0.7539
H -1.0375 1.0849 -0.5682
H 4.4982 1.4690 1.0219
H -1.3658 -1.9811 2.2313
H -2.4063 1.4464 3.1671
H 1.4821 0.0940 2.1782
H -0.0849 2.7726 -3.1565
H -0.5836 -0.1505 -3.1000
```


Which structure wins on stability? version A wins.


Version A
This record from the Open Molecules 2025 dataset describes a structure of composition C5H33N2O11. The level of theory is wB97M-V/def2-TZVPD.

Summary:
Kohn-Sham gap   0.3065 Eh
HOMO level   -5.67 eV
Total charge   -1

```
51
C5H33N2O11, DFT wB97M-V/def2-TZVPD
O -3.1797 0.0200 -2.2348
O 0.2244 2.7839 2.2168
O 2.1231 -0.1943 1.4674
O 1.4809 -2.5588 -3.1956
O 2.8226 2.1233 2.5037
O 1.4442 -1.5971 3.4493
O -0.7668 -1.2123 -4.5328
O -1.2531 1.1796 -1.4035
O 1.5519 0.0857 -3.4971
O -0.3241 2.1902 -3.4098
O 4.0571 2.0955 0.1478
N 0.4222 -0.1657 -0.3793
N -2.3119 -0.3549 1.3623
C -2.3435 0.5373 2.5533
C -1.1037 -1.2144 1.4523
C -1.6309 -2.6483 1.8325
C -0.3419 1.1850 -0.4088
C -0.5655 -1.3557 -0.0277
H 1.8679 -0.8596 3.0236
H 3.3345 1.5577 0.0509
H 0.8887 0.7948 -3.1004
H -2.5632 0.5328 -1.5672
H -2.5126 -0.0804 3.4118
H 2.4922 1.4711 1.8644
H -1.3325 -1.2134 -0.8543
H -1.1386 2.2810 -4.0051
H 1.3739 0.0070 -4.4035
H -1.4468 1.1512 2.6933
H 0.6105 3.0263 3.0505
H 1.2696 -2.7759 -2.3091
H -3.4985 0.5448 -2.8749
H -2.6226 -2.9716 1.4501
H 2.8498 -0.7958 1.3982
H 0.0203 -2.3664 -0.1049
H -0.5061 -0.7281 2.1914
H -0.9844 -3.5269 1.4674
H 1.4729 -1.5875 -3.1605
H 0.8170 3.1232 1.5881
H -0.1013 -1.8306 -4.1327
H -1.7319 -2.8046 2.8120
H -1.1213 -0.6737 -3.8031
H -3.1220 -0.9166 1.3091
H -0.8567 1.3499 0.5426
H 1.3984 -0.2257 0.5658
H 0.9722 -2.0517 2.8610
H 2.6275 1.9500 3.4128
H -0.8409 1.8819 -2.6437
H 0.5750 1.7732 -0.7819
H -3.1443 1.1563 2.4653
H 0.5905 -0.4736 -1.4064
H 4.0573 2.3820 1.0936
```


Version B
This record from the Open Molecules 2025 dataset describes a cluster of 11 separate species, C5H33N2O11 in total. The level of theory is wB97M-V/def2-TZVPD.

Summary:
Kohn-Sham gap   0.3141 Eh
HOMO level   -5.82 eV
Total charge   -1

```
51
C5H33N2O11, DFT wB97M-V/def2-TZVPD
O -1.0709 1.4101 3.5211
O 1.2279 2.9839 0.3311
O -2.0657 -1.9505 2.3328
O 0.2403 -1.2130 3.8861
O 1.9658 -1.6111 -2.3991
O -0.7140 2.1490 -2.7410
O 2.7708 -2.1251 0.8680
O -3.4539 1.3013 -0.9987
O 1.3457 0.5891 -3.3562
O -2.9911 0.5943 1.8351
O 4.2276 -0.7040 -0.7787
N -1.7999 -1.5427 -2.7841
N -1.4780 -0.9793 -0.4496
C -0.3295 -0.0669 -0.6504
C 0.0306 0.5647 0.7084
C -1.5192 -2.0518 -1.4459
C 1.5428 0.6101 0.7936
C 1.8969 2.1298 1.2053
H 0.4370 -0.2554 3.8145
H 0.7444 -1.6787 3.2396
H -0.6072 -2.7841 -1.4146
H 2.0735 0.0717 1.6650
H 3.9120 0.0123 -0.2811
H 1.3878 -2.1928 -2.9094
H 2.7434 -2.8219 1.5371
H -0.3309 -0.1159 1.5414
H 0.4482 -0.5654 -1.2356
H -0.5928 0.6582 -1.3810
H -2.4446 -1.1666 1.9749
H -0.4060 3.0334 -2.9645
H -1.3604 -1.5462 0.4168
H 2.0495 1.0160 -3.7967
H -2.3155 0.3680 1.1158
H 2.9861 2.4114 0.9523
H -1.0587 -1.1304 -3.3083
H 0.9409 2.4551 -0.4532
H -0.4504 1.5218 0.7416
H -1.2319 2.1912 2.9889
H -2.7809 1.5228 -1.6596
H 1.7156 2.2537 2.3154
H 3.5560 -2.1281 0.3209
H 0.0504 1.5313 -3.1326
H 1.5915 -0.6440 -2.8761
H -3.4847 0.3564 -0.9731
H -1.8665 0.9425 3.2110
H 2.0341 0.4173 -0.1388
H -3.4568 1.3701 1.5789
H -2.4382 -0.7619 -2.6073
H 3.4395 -1.1399 -1.1666
H -1.4655 -1.6952 3.0411
H -2.3292 -2.7708 -1.0033
```


Which structure wins on stability? version B wins.